(1)
The following is a quantum chemistry calculation of a structure of composition C13H16K2N3O3, from the OMol25 dataset.

Values from the calculation:
Total charge: +1
Calculated total energy, Ha: -2094.5850
Gap between HOMO and LUMO, eV: 5.4508

```
37
C13H16K2N3O3 (ωB97M-V/def2-TZVPD)
K 1.0762 0.1479 -6.4615
K -7.5701 -0.7440 -0.2605
O -1.6688 1.3455 -1.2370
C -2.1714 0.4909 -2.1384
O -3.4270 0.3568 -2.1490
O -1.4616 -0.0050 -2.9744
H -0.7614 1.2589 -1.5381
N 3.0768 2.6748 -2.0314
C 3.9505 1.8657 -2.7595
C 4.0942 2.4434 -3.9967
C 3.3992 3.6470 -4.0095
C 2.6885 3.7349 -2.8200
H 2.8320 2.6080 -1.0538
H 4.4184 1.0815 -2.1830
H 4.8805 2.1000 -4.6526
H 3.4613 4.3266 -4.8466
H 2.0906 4.5447 -2.4285
N 2.0628 -2.2227 2.4677
C 1.5829 -1.5015 1.4023
C 2.1814 -2.0327 0.2466
C 2.9967 -3.1173 0.6174
C 3.0039 -3.1830 2.0354
H 1.7776 -1.9346 3.3928
H 0.8473 -0.7270 1.5615
H 2.0355 -1.7457 -0.7843
H 3.6039 -3.7983 0.0394
H 3.4341 -3.8630 2.7559
N -3.7479 -0.1311 2.6308
C -4.3416 0.3349 3.7571
C -4.7725 -0.8068 4.4397
C -4.4996 -1.9364 3.6349
C -3.7539 -1.5295 2.5083
H -3.4325 0.5268 1.9323
H -4.5579 1.3757 3.9483
H -5.2683 -0.6702 5.3894
H -4.7786 -2.9402 3.9194
H -3.2813 -1.9752 1.6455
```

natural (NBO) population analysis, charges in e, atoms 1 to 6: 0.997, 0.998, -0.723, 0.928, -0.848, -0.822



(2)
The following is a quantum chemistry calculation of the ion C13H16N with charge +1, from the OMol25 dataset.

Values from the calculation:
Total charge: +1
Calculated total energy, Ha: -559.3758
Gap between HOMO and LUMO, eV: 9.5462
SMILES: CC#C[C@@]1(C)[NH2+]CCc2ccccc21

```
30
C13H16N (ωB97M-V/def2-TZVPD)
C 0.3938 -3.8145 0.9312
C -0.2148 -2.5828 0.6460
C -0.8269 -1.6101 0.2922
C -1.1442 -0.1919 -0.2282
C -2.2806 -0.3960 -1.3289
N -1.7551 0.7026 0.7688
C -0.8199 1.1890 1.8052
C 0.0552 2.2330 1.2718
C 0.7946 1.6425 0.0312
C 2.0436 2.1089 -0.3571
C 2.7905 1.4817 -1.3093
C 2.2220 0.3392 -1.9208
C 0.9457 -0.1399 -1.6446
C 0.1911 0.5406 -0.6970
H 1.3984 -3.8608 0.2315
H -0.2428 -4.6330 0.7959
H 0.8574 -3.7710 1.9589
H -3.0600 -1.1575 -0.8740
H -1.8758 -1.0310 -2.1586
H -2.7763 0.5207 -1.6018
H -2.5484 0.2788 1.2347
H -2.0811 1.5781 0.3973
H -0.3269 0.2394 2.2686
H -1.4581 1.5437 2.5911
H 0.7171 2.5305 2.1440
H -0.6533 2.9743 0.9147
H 2.5241 2.9519 0.2457
H 3.8129 1.6311 -1.6313
H 2.7004 -0.2323 -2.7024
H 0.6172 -1.0651 -2.0747
```

natural (NBO) population analysis, charges in e, atoms 1 to 6: -0.704, 0.121, -0.141, 0.082, -0.619, -0.498



(3)
The following is a quantum chemistry calculation of a structure of composition C13H16N2O5, from the OMol25 dataset.

Values from the calculation:
Calculated total energy, Ha: -990.5899
Gap between HOMO and LUMO, eV: 9.3437

```
36
C13H16N2O5 (ωB97M-V/def2-TZVPD)
C -3.3430 0.7887 0.0542
C -1.8940 0.2492 0.1949
C -4.2747 -0.2558 -0.3739
C -4.1988 -1.5365 0.4387
C 0.4800 1.1128 0.2826
C 1.0395 2.5964 0.5474
C 1.1481 0.2133 -0.6842
C 2.3892 -0.6609 -0.2915
C 3.6593 -0.0001 -0.4227
C 2.2950 -2.0493 0.1228
C 4.7707 -0.6759 -0.2349
C 3.4851 -2.6538 0.5286
C 4.7472 -1.9566 0.3409
H -3.1003 1.8609 -1.7004
H -3.6564 2.9107 -0.4747
H -3.5634 0.9490 1.1247
H -5.2940 0.3341 -0.3017
H -3.9939 -0.5986 -1.3315
H -3.5736 -3.5826 0.0938
H -1.2982 2.2110 0.1756
H 0.9779 0.7481 1.2202
H 0.3388 -0.5695 -0.9816
H 1.6929 0.6503 -1.6110
H 3.7066 1.0409 -0.8757
H 1.2683 -2.5792 0.1048
H 5.8270 -0.5241 -0.5488
H 3.6381 -3.5901 1.0415
H 5.7443 -2.4623 0.3956
H 2.4884 3.6946 0.8587
N -3.5505 1.9035 -0.8086
N -1.0058 1.2478 0.1482
O -1.6914 -0.9554 0.2250
O -3.9649 -1.5917 1.7260
O -3.9655 -2.5461 -0.4058
O 0.3576 3.5751 0.6433
O 2.3146 2.7018 0.7797
```

natural (NBO) population analysis, charges in e, atoms 1 to 6: -0.153, 0.681, -0.501, 0.805, -0.151, 0.801



The highest gap between HOMO and LUMO belongs to which entry?
C13H16N